(1)
The following is a quantum chemistry calculation of a cluster of 4 separate species, C2H11NO4 in total at a distorted geometry, from OMol25.

ORCA input file:
```
! RIJCOSX wB97M-V def2-TZVPD def2/J DEFGRID3
* xyz 0 1
N -0.47148 0.58032 0.05340
C -0.88880 -0.00806 1.36681
C 0.19744 0.33983 2.40034
O 0.74066 1.39049 2.52748
H -0.54961 1.59223 0.18573
H -1.30167 0.51994 -0.54017
H -1.84497 0.45482 1.65314
H -0.96192 -1.07167 1.17617
H 0.41092 -0.52174 3.05819
O 0.69925 3.81961 -1.04190
H 1.41687 3.70995 -1.65536
H -0.07705 3.71701 -1.60091
O 0.18394 -3.22761 0.23157
H 0.77587 -2.60005 -0.17183
H -0.16698 -3.78278 -0.45834
O 0.22110 -1.74604 -2.46891
H 1.02833 -2.07165 -2.86951
H 0.58812 -1.09459 -1.84591
*
```

## Properties
SMILES = NCC=O.O.O.O
Orbital gap = 10.22 eV
Lowest unoccupied orbital energy = 0.489 eV
ΔE to the lowest compared entry with this formula, charge and spin = 211.4 kJ/mol
HOMO level = -9.732 eV

Results of the Mulliken charge analysis, in e, for atoms 1 through 5: -0.5823, -0.3896, 0.0263, -0.4441, 0.2064

***

(2)
The following is a quantum chemistry calculation of a structure of composition C7H5GdNO7 at a distorted geometry, from OMol25.

ORCA input file:
```
! RIJCOSX wB97M-V def2-TZVPD def2/J DEFGRID3
* xyz 3 8
O 0.14929 3.70615 -0.64421
C 0.10431 2.56578 -0.51149
Gd -0.12869 0.16517 0.60704
O 0.01012 0.00872 -3.02868
C -0.01720 0.02663 -1.87874
C -0.03895 -2.24917 -0.19686
O -0.03016 -3.36637 -0.46499
C -2.43553 0.03853 -0.12080
O -3.56335 -0.01376 -0.35020
C 2.23557 0.04858 -0.11288
O 3.34339 0.03784 -0.42448
N -0.89779 -0.62835 5.27871
C -0.71076 0.73676 4.70909
C -0.36116 0.51313 3.28640
O -0.15038 1.50276 2.49600
O -0.33418 -0.70624 2.87428
H -1.88066 -0.91601 5.19062
H -0.67379 -0.64209 6.27471
H -0.32308 -1.30187 4.74146
H -1.64623 1.29970 4.75117
H 0.05703 1.26931 5.27334
*
```

## Properties
Orbital gap (alpha / beta) = 10.69 / 6.94 eV
Lowest unoccupied orbital energy (alpha / beta) = -12.984 / -16.265 eV
HOMO level (alpha / beta) = -23.679 / -23.206 eV

Results of the Mulliken charge analysis, in e, for atoms 1 through 5: 0.0043, 0.2471, 0.6196, -0.0374, 0.2863

***

Calculated total energy for every record listed, in sequence, given in Ha: -438.47696, -1615.72804.